Entry 1:
Here is C7H19BrLiO4 as an isolated structure in a non-equilibrium geometry from the Open Molecules 2025 dataset. Energies are from the ωB97M-V functional and the def2-TZVPD basis.

Its total charge is -1. The calculation puts the LUMO energy at 2.558 eV. As for the gap between HOMO and LUMO: 0.2216 Ha.

Positions of all 32 atoms, in Å:
Li  -5.926  -3.009  9.653
Br  -7.917  -4.482  8.968
C  -3.395  -1.695  6.973
C  -4.316  -1.497  8.197
O  -5.559  -2.028  7.922
H  -2.376  -1.328  7.165
H  -3.898  -1.113  6.204
H  -3.301  -2.730  6.638
H  -4.323  -0.383  8.311
H  -3.860  -1.693  9.197
C  -2.590  -3.954  11.089
C  -4.026  -4.498  10.991
C  -4.235  -5.642  11.956
O  -5.006  -3.490  11.333
H  -2.444  -3.310  11.952
H  -2.354  -3.407  10.173
H  -1.926  -4.819  11.031
H  -4.246  -4.791  9.963
H  -3.497  -6.445  11.837
H  -5.200  -6.136  11.846
H  -4.108  -5.272  12.979
H  -4.861  -3.225  12.243
C  -7.499  -1.530  12.077
C  -8.928  -1.942  12.329
O  -9.148  -3.329  12.139
O  -7.189  -1.679  10.699
H  -6.833  -2.182  12.646
H  -7.283  -0.523  12.458
H  -9.613  -1.426  11.646
H  -9.150  -1.638  13.357
H  -8.749  -3.554  11.265
H  -7.716  -1.030  10.221

Atoms 1-2, force components in eV/Å:
Li -0.79 0.62 -1.08
Br -0.01 -0.19 0.42

Mulliken atomic charge list, values in e, 6 entries: 0.56, -0.84, -1.21, 0.22, -0.89, 0.32

=====

Entry 2:
Here is C3H8S3 as an isolated structure in a non-equilibrium geometry from the Open Molecules 2025 dataset. Energies are from the ωB97M-V functional and the def2-TZVPD basis.

The value obtained for the relative energy (zero: lowest compared OMol25 entry of this formula, charge and spin) is 363.6 kJ/mol. The calculation puts the LUMO energy at -0.069 eV. As for the gap between HOMO and LUMO: 0.2852 Ha.

Positions of all 14 atoms, in Å:
C  2.062  -0.100  0.440
C  -1.697  1.359  -0.007
C  -1.022  -1.301  -0.011
H  3.522  0.073  -1.337
H  1.967  -0.166  1.527
H  -1.092  1.499  0.894
H  -1.063  1.497  -0.901
H  -2.491  2.104  -0.010
H  -0.409  -1.129  -0.903
H  -0.424  -1.132  0.889
H  -1.353  -2.343  -0.021
S  3.732  0.010  -0.013
S  0.761  -0.112  -0.520
S  -2.495  -0.258  -0.024

Atoms 1-2, force components in eV/Å:
C 0.12 0.27 -0.50
C 0.13 0.46 -0.27

Mulliken atomic charge list, values in e, 6 entries: -0.14, -0.81, -0.47, 0.15, 0.29, 0.29

=====

Entry 3:
Here is one molecule with the formula C3H6O2S2 in a non-equilibrium geometry from the Open Molecules 2025 dataset. Energies are from the ωB97M-V functional and the def2-TZVPD basis.

The SMILES is O=C(O)CCSS. The value obtained for the relative energy (zero: lowest compared OMol25 entry of this formula, charge and spin) is 131.3 kJ/mol. The calculation puts the LUMO energy at 0.458 eV. As for the gap between HOMO and LUMO: 0.3382 Ha.

Positions of all 13 atoms, in Å:
O  -0.047  -1.394  -2.008
C  -0.476  -1.846  -0.972
O  -1.202  -2.999  -1.042
C  -0.967  -0.978  0.169
C  0.170  -0.467  1.080
S  0.711  1.034  -0.005
S  0.659  2.631  1.342
H  -0.994  -3.389  -1.904
H  -1.706  -1.514  0.769
H  -1.488  -0.170  -0.339
H  0.173  0.064  2.032
H  1.106  -1.027  1.039
H  -0.467  3.146  0.710

Atoms 1-2, force components in eV/Å:
O 1.58 -0.15 0.84
C -3.32 0.70 -2.13

Mulliken atomic charge list, values in e, 6 entries: -0.53, 0.59, -0.46, -0.58, -0.61, -0.05

=====

Entry 4:
Here is a 2-piece molecular cluster, CH6O overall in a non-equilibrium geometry from the Open Molecules 2025 dataset. Energies are from the ωB97M-V functional and the def2-TZVPD basis.

The SMILES is C.O. The value obtained for the relative energy (zero: lowest compared OMol25 entry of this formula, charge and spin) is 138.8 kJ/mol. The calculation puts the LUMO energy at 0.954 eV. As for the gap between HOMO and LUMO: 0.4379 Ha.

Positions of all 8 atoms, in Å:
C  0.000  0.000  0.000
H  -0.019  -0.630  0.901
H  -1.010  0.389  -0.197
H  0.693  0.840  0.154
H  0.336  -0.599  -0.859
O  -2.571  0.136  -0.681
H  -1.961  0.731  -0.188
H  -2.387  0.324  -1.629

Atoms 1-2, force components in eV/Å:
C 0.95 0.37 0.39
H -0.03 0.23 -0.33

Mulliken atomic charge list, values in e, 6 entries: -0.81, 0.25, -0.16, 0.30, 0.24, -0.65

=====

Entry 5:
Here is a 2-piece molecular cluster, C13H18ClNO3S overall in a non-equilibrium geometry from the Open Molecules 2025 dataset. Energies are from the ωB97M-V functional and the def2-TZVPD basis.

The value obtained for the relative energy (zero: lowest compared OMol25 entry of this formula, charge and spin) is 306.3 kJ/mol. The calculation puts the LUMO energy at -1.265 eV. As for the gap between HOMO and LUMO: 0.2020 Ha.

Positions of all 37 atoms, in Å:
C  -1.918  0.301  1.503
N  -0.623  -0.397  1.502
C  -0.618  -1.862  1.363
C  0.476  0.310  1.499
Cl  2.013  -0.366  1.390
H  -2.699  -0.460  1.558
H  -1.976  0.972  2.369
H  -2.040  0.891  0.583
H  -1.663  -2.173  1.372
H  -0.148  -2.159  0.419
H  -0.083  -2.322  2.201
H  0.426  1.405  1.535
C  -1.912  -0.634  6.755
C  -0.645  -0.098  6.149
O  -0.964  1.078  5.376
C  0.171  1.668  4.893
C  -0.142  2.716  3.948
S  1.138  3.479  3.193
C  0.976  5.187  3.801
C  1.556  5.552  5.024
C  1.288  6.815  5.565
C  0.451  7.708  4.886
C  -0.096  7.343  3.652
C  0.178  6.085  3.097
O  0.900  3.556  1.719
O  1.303  1.313  5.218
H  -1.660  -1.530  7.320
H  -2.361  0.089  7.439
H  -2.649  -0.899  5.994
H  0.072  0.153  6.938
H  -0.192  -0.846  5.486
H  -1.174  2.981  3.750
H  2.203  4.841  5.540
H  1.729  7.089  6.524
H  0.223  8.683  5.325
H  -0.749  8.025  3.109
H  -0.231  5.793  2.131

Atoms 1-2, force components in eV/Å:
C -0.33 0.39 0.06
N 1.51 0.41 -0.38

Mulliken atomic charge list, values in e, 6 entries: -0.66, 0.17, -0.93, 0.02, -0.08, 0.32

=====

Entry 6:
Here is C33H39FHgN4P2 as an isolated structure in a non-equilibrium geometry from the Open Molecules 2025 dataset. Energies are from the ωB97M-V functional and the def2-TZVPD basis.

The calculation puts the LUMO energy (alpha / beta) at -0.857 / -0.633 eV. As for the gap between HOMO and LUMO (alpha / beta): 0.1882 / 0.2441 Ha.

Positions of all 80 atoms, in Å:
Hg  1.296  -1.214  -0.902
C  6.623  -1.287  -2.762
C  6.420  0.039  -2.678
C  6.221  0.974  -3.841
C  5.389  0.441  -5.003
C  4.183  -0.401  -4.653
C  4.223  -1.656  -4.179
C  5.367  -2.551  -4.514
C  6.748  -2.034  -4.048
C  -0.918  -1.727  -0.679
H  6.822  -1.873  -1.878
H  6.707  0.536  -1.753
H  7.227  1.229  -4.230
H  5.792  1.930  -3.471
H  5.004  1.315  -5.562
H  6.042  -0.100  -5.712
H  3.268  -0.022  -5.115
H  3.358  -2.143  -3.730
H  5.426  -2.665  -5.619
H  5.191  -3.543  -4.070
H  7.400  -2.900  -3.884
H  7.240  -1.409  -4.817
H  -0.992  -2.000  0.386
H  -1.215  -2.555  -1.356
H  -1.494  -0.795  -0.818
P  0.728  0.338  -2.876
P  2.492  1.274  -0.112
N  0.633  -1.042  -3.941
N  -0.554  1.295  -3.420
N  3.851  0.116  0.321
N  3.061  2.517  1.021
C  2.330  1.193  -3.058
C  2.907  1.928  -1.829
C  0.536  -2.399  -3.570
C  0.387  -3.164  -4.705
C  0.437  -2.272  -5.825
C  0.577  -0.982  -5.332
C  -1.923  0.951  -3.315
C  -2.671  2.032  -3.744
C  -1.757  3.077  -4.112
C  -0.474  2.612  -3.899
C  3.647  -1.195  0.777
C  4.840  -1.900  0.718
C  5.828  -1.001  0.240
C  5.186  0.207  -0.008
C  4.320  2.851  1.539
C  4.154  3.638  2.669
C  2.747  3.811  2.863
C  2.097  3.124  1.854
H  2.318  1.860  -3.940
H  3.046  0.393  -3.304
H  4.003  1.993  -1.935
H  2.478  2.947  -1.849
H  0.558  -2.711  -2.536
H  0.246  -4.234  -4.704
H  0.388  -2.550  -6.857
H  0.640  -0.017  -5.807
H  -2.204  -0.020  -2.934
H  -3.744  2.074  -3.834
H  -2.015  4.039  -4.530
H  0.499  3.068  -4.020
H  2.687  -1.490  1.176
H  4.976  -2.952  0.963
H  6.868  -1.217  0.033
H  5.563  1.122  -0.454
H  5.223  2.515  1.057
H  4.938  4.032  3.289
H  2.268  4.367  3.655
H  1.054  2.989  1.630
F  -1.370  1.170  5.135
C  -0.841  0.740  3.926
C  -1.386  1.198  2.745
C  -0.793  0.793  1.518
C  0.303  -0.044  1.532
C  0.830  -0.501  2.709
C  0.263  -0.102  3.957
H  -2.240  1.887  2.746
H  -1.246  1.164  0.591
H  1.689  -1.168  2.777
H  0.709  -0.430  4.888

Atoms 1-2, force components in eV/Å:
Hg -1.02 -0.45 0.85
C 0.59 1.03 -0.19

Mulliken atomic charge list, values in e, 6 entries: 1.17, -0.63, -0.21, -1.27, -1.15, 0.01

=====

Entry 7:
Here is C9H19NO13Tl as an isolated structure in a non-equilibrium geometry from the Open Molecules 2025 dataset. Energies are from the ωB97M-V functional and the def2-TZVPD basis.

Its total charge is +1. The value obtained for the relative energy (zero: lowest compared OMol25 entry of this formula, charge and spin) is 52.9 kJ/mol. The calculation puts the LUMO energy at -6.315 eV. As for the gap between HOMO and LUMO: 0.2558 Ha.

Positions of all 43 atoms, in Å:
Tl  9.913  23.178  19.141
N  9.815  26.164  17.900
O  9.340  25.087  18.268
O  10.817  26.560  18.523
O  9.291  26.740  16.945
O  8.856  21.321  19.297
H  8.277  20.685  18.834
C  7.106  26.052  19.798
O  6.356  24.965  20.368
C  6.959  23.816  20.493
O  8.166  23.603  20.209
O  6.001  22.952  21.009
C  6.289  21.584  21.330
H  8.072  25.782  19.371
H  7.580  26.598  20.614
H  6.580  26.853  19.279
H  6.409  21.318  22.380
H  7.067  21.112  20.731
H  5.438  21.101  20.849
C  9.324  19.878  21.548
O  8.811  20.884  22.269
C  9.236  22.138  22.073
O  9.862  22.475  21.151
O  8.731  22.890  23.034
C  8.999  24.318  23.183
H  9.376  20.111  20.484
H  8.705  18.981  21.567
H  10.293  19.504  21.879
H  10.000  24.567  22.831
H  8.957  24.539  24.250
H  8.312  24.912  22.580
C  10.359  24.774  15.340
O  10.137  23.436  14.951
C  9.989  22.475  15.934
O  9.899  22.784  17.114
O  9.802  21.235  15.423
C  9.351  20.183  16.298
H  10.586  24.950  16.391
H  9.399  25.275  15.219
H  11.148  25.194  14.716
H  8.541  19.687  15.764
H  8.902  20.489  17.242
H  10.184  19.493  16.432

Atoms 1-2, force components in eV/Å:
Tl -0.63 -0.63 -0.33
N 3.23 4.33 -0.67

Mulliken atomic charge list, values in e, 6 entries: 1.87, 0.90, -0.50, -0.63, -0.51, -0.68

=====

Entry 8:
Here is one molecule with the formula C17H14Br2N2 in a non-equilibrium geometry from the Open Molecules 2025 dataset. Energies are from the ωB97M-V functional and the def2-TZVPD basis.

The SMILES is Brc1ccc(/N=C/C=C/C/C=N/c2ccc(Br)cc2)cc1. The calculation puts the LUMO energy at -0.398 eV. As for the gap between HOMO and LUMO: 0.2923 Ha.

Positions of all 35 atoms, in Å:
Br  2.763  -7.911  4.427
C  2.058  -6.405  3.365
C  0.722  -5.938  3.708
C  0.238  -4.885  2.930
C  0.904  -4.376  1.862
N  0.215  -3.478  1.060
C  0.743  -2.629  0.197
C  0.053  -1.807  -0.623
C  0.617  -1.135  -1.603
C  -0.132  -0.245  -2.540
C  -0.175  1.113  -1.989
N  0.815  1.765  -1.425
C  0.465  2.965  -0.885
C  -0.654  3.469  -0.363
C  -0.798  4.908  -0.118
C  0.116  5.814  -0.561
Br  -0.156  7.746  -0.314
C  1.346  5.364  -0.988
C  1.405  3.877  -1.153
C  2.188  -4.796  1.563
C  2.707  -5.909  2.221
H  0.040  -6.516  4.373
H  -0.691  -4.372  3.060
H  1.797  -2.698  0.126
H  -0.941  -1.715  -0.210
H  1.666  -1.238  -1.709
H  0.408  -0.182  -3.465
H  -1.134  -0.682  -2.767
H  -1.147  1.474  -2.062
H  -1.543  2.825  -0.169
H  -1.723  5.094  0.403
H  1.991  6.140  -1.386
H  2.345  3.514  -1.679
H  2.756  -4.406  0.729
H  3.616  -6.442  1.897

Atoms 1-2, force components in eV/Å:
Br -0.38 1.06 -0.95
C -2.22 -0.23 0.27

Mulliken atomic charge list, values in e, 6 entries: -0.20, 0.08, -0.46, -0.28, 0.69, -0.46

=====

Entry 9:
Here is one molecule with the formula C3H4N2O2 in a non-equilibrium geometry from the Open Molecules 2025 dataset. Energies are from the ωB97M-V functional and the def2-TZVPD basis.

The SMILES is C=NN(C=O)C=O. The value obtained for the relative energy (zero: lowest compared OMol25 entry of this formula, charge and spin) is 357.0 kJ/mol. The calculation puts the LUMO energy at 0.352 eV. As for the gap between HOMO and LUMO: 0.3796 Ha.

Positions of all 11 atoms, in Å:
C  2.357  0.115  -0.373
N  1.557  -0.607  0.309
N  0.174  -0.127  0.226
C  -0.302  1.254  0.224
O  -1.388  1.569  -0.162
C  -0.701  -1.199  -0.020
O  -1.846  -1.136  -0.165
H  3.416  -0.195  -0.392
H  1.996  1.098  -0.635
H  0.490  1.907  0.749
H  -0.261  -2.150  0.153

Atoms 1-2, force components in eV/Å:
C 0.16 -0.12 1.81
N -1.27 0.70 -1.11

Mulliken atomic charge list, values in e, 6 entries: -0.28, -0.56, 0.35, 0.07, -0.43, -0.06

=====

Entry 10:
Here is one molecule with the formula C5H9NS in a non-equilibrium geometry from the Open Molecules 2025 dataset. Energies are from the ωB97M-V functional and the def2-TZVPD basis.

The SMILES is CN1[C@H]2CSC[C@@H]21. The value obtained for the relative energy (zero: lowest compared OMol25 entry of this formula, charge and spin) is 324.7 kJ/mol. The calculation puts the LUMO energy at 0.901 eV. As for the gap between HOMO and LUMO: 0.3510 Ha.

Positions of all 16 atoms, in Å:
C  -2.744  -0.140  -0.392
N  -1.652  0.293  0.485
C  -0.442  -0.488  0.683
C  0.557  -1.376  -0.019
S  1.969  -0.131  -0.188
C  0.867  1.380  0.080
C  -0.459  0.720  -0.187
H  -2.433  -0.616  -1.309
H  -3.381  -0.859  0.167
H  -3.333  0.764  -0.705
H  -0.104  -0.214  1.715
H  0.234  -1.756  -0.997
H  0.893  -2.215  0.578
H  0.917  1.793  1.100
H  1.126  2.157  -0.649
H  -0.532  0.415  -1.269

Atoms 1-2, force components in eV/Å:
C -0.76 0.71 0.58
N -1.11 0.06 -0.01

Mulliken atomic charge list, values in e, 6 entries: -0.81, -0.23, -0.22, -0.63, -0.14, -0.70

=====

Entry 11:
Here is one molecule with the formula C4H4N2 from the Open Molecules 2025 dataset. Energies are from the ωB97M-V functional and the def2-TZVPD basis.

The SMILES is c1cnccn1. The value obtained for the relative energy (zero: lowest compared OMol25 entry of this formula, charge and spin) is 34.2 kJ/mol. The calculation puts the LUMO energy at 0.520 eV. As for the gap between HOMO and LUMO: 0.3786 Ha.

Positions of all 10 atoms, in Å:
C  -0.733  0.868  -0.711
C  -0.440  -0.416  -1.169
N  0.452  -1.193  -0.563
C  0.887  -0.771  0.620
C  0.387  0.393  1.197
N  -0.347  1.262  0.501
H  -1.315  1.570  -1.308
H  -1.011  -0.892  -1.956
H  1.583  -1.426  1.138
H  0.538  0.606  2.251

Atoms 1-2, force components in eV/Å:
C -0.06 -0.13 0.11
C -0.08 -0.08 0.08

Mulliken atomic charge list, values in e, 6 entries: -0.10, -0.12, -0.51, -0.09, -0.12, -0.51

=====

Entry 12:
Here is one molecule with the formula C3H6N2O in a non-equilibrium geometry from the Open Molecules 2025 dataset. Energies are from the ωB97M-V functional and the def2-TZVPD basis.

The SMILES is N#C[C@H](O)CN. The value obtained for the relative energy (zero: lowest compared OMol25 entry of this formula, charge and spin) is 149.9 kJ/mol. The calculation puts the LUMO energy at 0.675 eV. As for the gap between HOMO and LUMO: 0.3935 Ha.

Positions of all 12 atoms, in Å:
N  2.492  0.799  -1.688
C  1.686  0.645  -0.873
C  0.645  0.435  0.165
O  1.118  -0.376  1.211
C  -0.634  -0.119  -0.474
N  -1.525  -0.617  0.566
H  0.432  1.410  0.618
H  1.043  -1.300  0.931
H  -0.366  -0.941  -1.152
H  -1.067  0.676  -1.100
H  -1.331  -0.172  1.456
H  -2.494  -0.439  0.338

Atoms 1-2, force components in eV/Å:
N -0.81 -0.16 0.79
C 0.67 0.16 -0.71

Mulliken atomic charge list, values in e, 6 entries: -0.39, 0.04, 0.28, -0.51, -0.63, -0.53